A structure of composition C32H36O5PSr. Source: OMol25; level of theory: wB97M-V/def2-TZVPD.

```
! RIJCOSX wB97M-V def2-TZVPD def2/J DEFGRID3
* xyz 1 1
Sr -0.08 -0.69 0.69
C 2.47 2.47 -0.39
C 1.91 3.25 0.80
O 1.31 2.41 1.77
C 2.17 1.78 2.70
C 2.58 0.37 2.31
O 1.49 -0.53 2.08
C 0.51 -0.64 3.10
C -0.65 0.32 2.90
O -1.63 -0.28 2.07
C -2.59 0.64 1.57
C -2.00 1.78 0.74
O -1.12 1.25 -0.24
C -0.63 2.22 -1.16
C 0.66 1.69 -1.77
O 1.65 1.40 -0.80
H 3.43 2.02 -0.11
H 2.65 3.16 -1.22
H 1.12 3.94 0.48
H 2.70 3.85 1.26
H 1.64 1.77 3.66
H 3.09 2.37 2.85
H 3.23 -0.02 3.10
H 3.13 0.37 1.37
H 0.96 -0.50 4.08
H 0.13 -1.66 3.07
H -0.27 1.24 2.45
H -1.09 0.59 3.87
H -3.17 1.08 2.39
H -3.26 0.05 0.94
H -1.46 2.50 1.38
H -2.83 2.32 0.28
H -0.46 3.16 -0.65
H -1.37 2.38 -1.95
H 1.03 2.41 -2.50
H 0.45 0.73 -2.26
C -6.73 -3.03 -1.64
C -5.93 -3.24 -0.52
C -4.61 -2.81 -0.53
C -4.07 -2.18 -1.65
C -4.89 -1.98 -2.76
C -6.21 -2.41 -2.76
P -2.31 -1.65 -1.54
C -2.28 -0.31 -2.79
C -3.18 0.75 -2.67
C -3.18 1.78 -3.59
C -2.26 1.79 -4.63
C -1.34 0.75 -4.74
C -1.35 -0.29 -3.83
C -1.40 -3.01 -2.39
C -2.08 -3.77 -3.32
C -1.45 -4.80 -4.03
C -0.14 -5.07 -3.80
C 0.60 -4.31 -2.86
C 1.97 -4.61 -2.66
C 2.70 -3.87 -1.78
C 2.08 -2.83 -1.05
C 0.74 -2.49 -1.16
C -0.01 -3.26 -2.11
H -7.77 -3.35 -1.63
H -6.34 -3.73 0.35
H -3.98 -2.98 0.34
H -4.49 -1.50 -3.65
H -6.82 -2.25 -3.63
H -3.91 0.74 -1.86
H -3.91 2.58 -3.51
H -2.27 2.59 -5.36
H -0.62 0.76 -5.55
H -0.63 -1.10 -3.91
H -3.12 -3.57 -3.53
H -2.02 -5.38 -4.75
H 0.37 -5.87 -4.33
H 2.42 -5.42 -3.22
H 3.75 -4.08 -1.62
H 2.72 -2.28 -0.35
*
```

* molecular weight: 619.2 Da
* HOMO energy: -0.3395 hartree
* energy relative to the best compared isomer or geometry (same formula, charge and spin): 65.77 kcal per mole
* LUMO: -2.3274 eV
* orbital gap: 0.2540 hartree

Mulliken population analysis, charges in e, atoms 1 to 2: atom 1 (Sr): 1.335, atom 2 (C): -0.671